Entry 1:
A molecular structure, C2H8Si2, computed with wB97M-V/def2-TZVPD.

Structure (ORCA input):
```
! RIJCOSX wB97M-V def2-TZVPD def2/J DEFGRID3
* xyz 0 1
C -0.712 -1.332 -0.017
C 0.720 1.325 0.282
Si 1.188 -0.510 0.447
Si -0.926 0.727 -0.553
H -0.874 -1.880 0.971
H 1.455 1.892 -0.253
H 1.998 -1.264 -0.478
H 2.062 -0.611 1.644
H -0.139 1.573 0.553
H -2.152 1.414 -0.161
H -0.931 -2.376 -0.539
H -0.606 0.507 -1.989
*
```

Its HOMO energy is -8.925 eV. For the HOMO-LUMO gap, the calculation gives 0.3523 Eh. The energy above the lowest of the compared OMol25 structures with the same formula, charge and spin is 3.4672 eV.


Entry 2:
A molecular structure, C36H29N5O9PV, computed with wB97M-V/def2-TZVPD.

Structure (ORCA input):
```
! RIJCOSX wB97M-V def2-TZVPD def2/J DEFGRID3
* xyz -2 3
V 0.601 0.264 0.519
O -1.390 -6.608 -2.776
C -1.049 -5.944 -3.777
O -1.216 -6.183 -4.989
C -0.279 -4.638 -3.462
C -0.040 -3.692 -4.450
C 0.522 -2.477 -4.094
N 0.836 -2.137 -2.843
C 0.658 -3.071 -1.906
C 0.130 -4.328 -2.175
C 0.967 -2.724 -0.464
O 1.291 -3.596 0.317
O 0.800 -1.477 -0.136
H -0.326 -3.917 -5.469
H 0.707 -1.718 -4.851
H -0.027 -5.034 -1.373
C -5.841 2.064 0.860
C -5.886 0.754 0.406
C -4.741 -0.034 0.431
C -3.541 0.487 0.908
C -3.502 1.808 1.359
C -4.646 2.589 1.338
P -1.965 -0.434 0.876
C -2.419 -2.163 0.528
C -2.598 -2.545 -0.804
C -2.834 -3.870 -1.138
C -2.871 -4.836 -0.144
C -2.694 -4.467 1.182
C -2.472 -3.138 1.520
C -1.326 -0.363 2.564
C -1.998 -0.521 3.775
C -1.267 -0.463 4.950
C 0.111 -0.253 4.901
C 0.765 -0.080 3.689
C 0.051 -0.120 2.487
H -6.732 2.679 0.835
H -6.815 0.341 0.032
H -4.776 -1.058 0.079
H -2.563 2.223 1.711
H -4.603 3.614 1.684
H -2.506 -1.809 -1.592
H -2.923 -4.164 -2.175
H -2.985 -5.876 -0.420
H -2.692 -5.223 1.958
H -2.295 -2.866 2.552
H -3.071 -0.680 3.794
H -1.761 -0.581 5.908
H 0.675 -0.215 5.826
H 1.834 0.098 3.680
O 3.804 5.436 1.018
C 3.177 4.410 0.933
C 1.662 4.282 0.928
O 0.857 5.195 0.962
C 1.413 2.851 0.852
C 2.603 2.121 0.721
O 2.542 0.843 0.571
C 3.766 3.009 0.800
O 4.947 2.733 0.774
O 0.284 2.215 0.848
C -1.219 2.619 -1.532
N -1.605 3.280 -2.784
C -2.408 2.346 -3.570
N -1.690 1.107 -3.867
C -1.302 0.492 -2.592
N -0.460 1.376 -1.777
C 0.737 1.714 -2.566
N 0.395 2.369 -3.834
C -0.380 3.574 -3.530
C -0.465 1.456 -4.592
H -2.121 2.367 -0.971
H -0.619 3.302 -0.936
H -2.692 2.824 -4.512
H -3.314 2.103 -3.009
H -0.756 -0.433 -2.780
H -2.211 0.270 -2.028
H 1.282 0.790 -2.774
H 1.371 2.381 -1.977
H -0.647 4.067 -4.470
H 0.236 4.254 -2.937
H 0.091 0.541 -4.806
H -0.740 1.932 -5.537
*
```

Its HOMO energy (spin up / spin down) is -3.189 / -3.396 eV. For the HOMO-LUMO gap (spin up / spin down), the calculation gives 0.2616 / 0.2693 Eh. The energy above the lowest of the compared OMol25 structures with the same formula, charge and spin is 0.4339 eV.


Entry 3:
A molecular structure, C3H9B2Br2NO, computed with wB97M-V/def2-TZVPD.

Structure (ORCA input):
```
! RIJCOSX wB97M-V def2-TZVPD def2/J DEFGRID3
* xyz 0 1
C 1.983 1.038 0.504
C 1.930 -0.454 0.206
Br 2.986 -0.739 -1.409
C 0.481 -0.933 0.012
Br 0.263 -2.358 -1.287
B -0.493 0.077 -0.670
B -2.137 0.313 -0.184
N -2.866 -0.443 0.838
O -2.823 1.318 -0.795
H 1.238 1.325 1.250
H 2.960 1.282 0.923
H 1.880 1.631 -0.399
H 2.421 -1.012 0.996
H 0.114 -1.372 0.936
H -0.041 0.674 -1.604
H -3.017 -1.411 0.586
H -2.433 -0.429 1.753
H -2.448 1.493 -1.658
*
```

Its HOMO energy is -9.175 eV. For the HOMO-LUMO gap, the calculation gives 0.3188 Eh.


Record order is preserved below.
F_max: 0.183, 0.013, 0.016 Eh/bohr
Record order is preserved below.
Calculated total energy: -17953.464, -98661.680, -148233.152 eV